Formula: C4H5N
Source: the Open Molecules 2025 dataset
Level of theory: the ωB97M-V functional and the def2-TZVPD basis

Computed properties:
- E (Eh) = -209.92948
- maximum force (hartree/bohr) = 0.09668
- relative energy (zero: lowest compared OMol25 entry of this formula, charge and spin) (kJ/mol) = 615.0
- gap between HOMO and LUMO (eV) = 9.08

```
! RIJCOSX wB97M-V def2-TZVPD def2/J DEFGRID3
* xyz 0 1
C -3.488 -0.534 0.228
C -0.591 0.914 -0.214
N 0.049 -0.097 0.137
H -0.649 1.943 -0.698
H -4.508 -0.911 0.164
H 1.502 -1.512 0.653
H 1.692 -0.828 -1.014
H 2.259 -0.044 0.316
C -2.690 0.268 -0.183
C 1.433 -0.625 0.022
*
```

Results of the natural (NBO) charge analysis, in e, for atoms 1 through 2: atom 1 (C): -0.421, atom 2 (C): 0.297

***

Formula: C4H5N
Source: the Open Molecules 2025 dataset
Level of theory: the ωB97M-V functional and the def2-TZVPD basis

Computed properties:
- E (Eh) = -209.96366
- SMILES = C#C[C@@H]1CN1
- maximum force (hartree/bohr) = 0.08160
- relative energy (zero: lowest compared OMol25 entry of this formula, charge and spin) (kJ/mol) = 525.3
- gap between HOMO and LUMO (eV) = 10.38

```
! RIJCOSX wB97M-V def2-TZVPD def2/J DEFGRID3
* xyz 0 1
C -0.033 -1.036 -0.545
C 0.069 1.305 0.135
C -0.081 2.465 -0.313
C 0.174 -0.160 0.623
H 0.619 -1.848 -0.639
H -0.894 -2.078 1.156
H 0.034 -0.625 -1.767
H 0.949 -0.512 1.395
N -1.084 -1.109 0.530
H 0.247 3.598 -0.575
*
```

Results of the natural (NBO) charge analysis, in e, for atoms 1 through 2: atom 1 (C): -0.246, atom 2 (C): -0.031

***

Formula: C4H5N
Source: the Open Molecules 2025 dataset
Level of theory: the ωB97M-V functional and the def2-TZVPD basis

Computed properties:
- E (Eh) = -210.01420
- SMILES = C#C[C@H]1CN1
- maximum force (hartree/bohr) = 0.02748
- relative energy (zero: lowest compared OMol25 entry of this formula, charge and spin) (kJ/mol) = 392.6
- gap between HOMO and LUMO (eV) = 9.96

```
! RIJCOSX wB97M-V def2-TZVPD def2/J DEFGRID3
* xyz 0 1
C 1.181 -0.317 0.233
H -0.826 1.411 -1.040
N -1.338 -0.611 -0.468
C 2.348 -0.014 0.279
C -1.091 0.738 -0.189
C -0.235 -0.532 0.420
H -0.424 -1.186 1.300
H 3.378 0.264 0.267
H -1.351 -1.015 -1.383
H -1.642 1.263 0.581
*
```

Results of the natural (NBO) charge analysis, in e, for atoms 1 through 2: atom 1 (C): -0.050, atom 2 (H): 0.198

***

Formula: C4H5N2
Source: the Open Molecules 2025 dataset
Level of theory: the ωB97M-V functional and the def2-TZVPD basis

Computed properties:
- E (Eh) = -264.52983
- maximum force (hartree/bohr) = 0.09487
- relative energy (zero: lowest compared OMol25 entry of this formula, charge and spin) (kJ/mol) = 224.7
- gap between HOMO and LUMO (eV) = 9.43

```
! RIJCOSX wB97M-V def2-TZVPD def2/J DEFGRID3
* xyz 1 1
N -2.280 0.083 0.263
C 2.512 0.763 -0.072
H -1.141 -1.818 -0.610
H -1.126 -1.350 1.216
C -3.063 0.690 -0.321
C 1.465 -0.093 -0.019
H 2.829 1.016 0.943
H 3.005 0.836 -0.997
H -3.995 1.096 -0.638
C -0.664 -1.342 0.216
N 0.486 -0.838 -0.067
*
```

Results of the natural (NBO) charge analysis, in e, for atoms 1 through 2: atom 1 (N): -0.391, atom 2 (C): -0.431

***

Formula: C4H5N2
Source: the Open Molecules 2025 dataset
Level of theory: the ωB97M-V functional and the def2-TZVPD basis

Computed properties:
- E (Eh) = -264.42191
- maximum force (hartree/bohr) = 0.09690
- relative energy (zero: lowest compared OMol25 entry of this formula, charge and spin) (kJ/mol) = 508.0
- gap between HOMO and LUMO (spin up / spin down) (eV) = 7.98 / 7.98

```
! RIJCOSX wB97M-V def2-TZVPD def2/J DEFGRID3
* xyz 1 1
H -1.067 -0.729 -1.444
H -0.066 2.751 0.757
N -0.482 -1.861 0.495
C -0.431 -0.700 -0.126
C 1.061 1.157 -0.510
C -0.627 0.634 0.521
H -0.174 -2.050 1.426
N 0.815 -0.130 -0.697
H -1.020 -2.626 0.083
H 1.876 1.815 -0.930
C 0.114 1.739 0.426
*
```

Results of the natural (NBO) charge analysis, in e, for atoms 1 through 2: atom 1 (H): 0.346, atom 2 (H): 0.304

***

Formula: C4H5N2
Source: the Open Molecules 2025 dataset
Level of theory: the ωB97M-V functional and the def2-TZVPD basis

Computed properties:
- E (Eh) = -264.47221
- maximum force (hartree/bohr) = 0.07790
- relative energy (zero: lowest compared OMol25 entry of this formula, charge and spin) (kJ/mol) = 130.6
- gap between HOMO and LUMO (spin up / spin down) (eV) = 8.33 / 7.95
- ⟨S²⟩ = 2.044

```
! RIJCOSX wB97M-V def2-TZVPD def2/J DEFGRID3
* xyz 1 3
N 1.419 -0.070 0.231
H 0.876 -2.104 -0.354
C 0.947 1.082 -0.048
H -0.983 1.581 -1.117
C 0.564 -1.165 -0.128
H -1.600 -1.844 -0.016
H -0.765 2.154 0.684
N -1.393 0.181 0.211
H 2.326 -0.133 0.621
C -0.558 1.278 -0.105
C -0.832 -0.961 0.020
*
```

Results of the natural (NBO) charge analysis, in e, for atoms 1 through 2: atom 1 (N): -0.531, atom 2 (H): 0.243

***

Formula: C4H5N2O2
Source: the Open Molecules 2025 dataset
Level of theory: the ωB97M-V functional and the def2-TZVPD basis

Computed properties:
- E (Eh) = -414.92825
- maximum force (hartree/bohr) = 0.07542
- relative energy (zero: lowest compared OMol25 entry of this formula, charge and spin) (kJ/mol) = 452.1
- gap between HOMO and LUMO (spin up / spin down) (eV) = 6.77 / 6.77

```
! RIJCOSX wB97M-V def2-TZVPD def2/J DEFGRID3
* xyz 1 1
H -2.731 0.717 -2.358
O -2.159 -0.072 -2.346
H 2.370 -1.094 0.538
C -0.326 0.221 0.693
N 0.538 0.693 -0.413
C -1.517 -0.528 0.067
H -1.777 -1.432 0.744
O 3.551 0.548 1.085
N 1.709 0.590 -0.184
C -1.815 -0.368 -1.147
H -0.680 1.144 1.229
C 2.605 -0.016 0.664
H 0.232 -0.402 1.429
*
```

Results of the natural (NBO) charge analysis, in e, for atoms 1 through 2: atom 1 (H): 0.555, atom 2 (O): -0.494

***

Formula: C4H5N2O3P
Source: the Open Molecules 2025 dataset
Level of theory: the ωB97M-V functional and the def2-TZVPD basis

Computed properties:
- E (Eh) = -832.01312
- SMILES = C=C(C#N)C#N.O=[PH](O)O
- maximum force (hartree/bohr) = 0.07297
- relative energy (zero: lowest compared OMol25 entry of this formula, charge and spin) (kJ/mol) = 26.7
- gap between HOMO and LUMO (eV) = 10.37

```
! RIJCOSX wB97M-V def2-TZVPD def2/J DEFGRID3
* xyz 0 1
H 2.514 0.877 -2.243
N 2.841 2.703 0.579
H -0.257 0.534 2.608
O -1.389 -1.986 0.954
H 2.294 -0.898 -2.107
C 2.206 -0.646 0.861
C 2.300 0.110 -1.512
N 2.259 -1.376 1.745
H -2.448 -0.337 0.641
P -1.155 -0.427 0.989
O -0.086 0.111 0.145
C 2.492 1.662 0.232
O -0.911 -0.144 2.452
H -0.602 -2.585 1.084
C 2.182 0.346 -0.221
*
```

Results of the natural (NBO) charge analysis, in e, for atoms 1 through 2: atom 1 (H): 0.220, atom 2 (N): -0.280

***

Formula: C4H5N2O3S
Source: the Open Molecules 2025 dataset
Level of theory: the ωB97M-V functional and the def2-TZVPD basis

Computed properties:
- E (Eh) = -888.82973
- maximum force (hartree/bohr) = 0.05172
- relative energy (zero: lowest compared OMol25 entry of this formula, charge and spin) (kJ/mol) = 170.7
- gap between HOMO and LUMO (eV) = 7.89

```
! RIJCOSX wB97M-V def2-TZVPD def2/J DEFGRID3
* xyz -1 1
O 0.310 -1.104 1.573
C -0.643 1.612 2.161
H -1.714 2.043 2.267
H -1.411 0.202 -3.184
C -0.838 -0.604 -2.684
H -0.668 0.613 2.527
N -1.299 -1.446 -1.857
S 0.183 1.393 0.580
H 0.211 -0.484 -2.780
O 2.876 -0.371 0.608
C 1.926 -0.587 -0.178
N -1.641 -2.292 -1.178
H 0.073 2.290 2.785
C 0.778 -0.322 0.748
O 1.858 -0.945 -1.389
*
```

Results of the natural (NBO) charge analysis, in e, for atoms 1 through 2: atom 1 (O): -0.604, atom 2 (C): -0.782

***

Formula: C4H5N2OP
Source: the Open Molecules 2025 dataset
Level of theory: the ωB97M-V functional and the def2-TZVPD basis

Computed properties:
- E (Eh) = -681.49550
- SMILES = CC(=O)c1cn[nH]p1
- maximum force (hartree/bohr) = 0.05614
- relative energy (zero: lowest compared OMol25 entry of this formula, charge and spin) (kJ/mol) = 23.4
- gap between HOMO and LUMO (eV) = 9.32

```
! RIJCOSX wB97M-V def2-TZVPD def2/J DEFGRID3
* xyz 0 1
H -1.255 1.038 -1.630
C -0.974 0.800 0.474
P 0.602 -1.080 1.984
C -0.988 1.739 -0.795
H -0.048 2.322 -1.051
N 1.597 -2.009 0.955
H -1.862 2.436 -0.669
O -1.839 0.852 1.302
C 0.010 -0.316 0.553
N 1.527 -1.762 -0.361
C 0.622 -0.849 -0.614
H 0.624 -0.288 -1.514
H 1.985 -2.884 1.366
*
```

Results of the natural (NBO) charge analysis, in e, for atoms 1 through 2: atom 1 (H): 0.229, atom 2 (C): 0.571